3 unconnected molecules or ions with the total composition C35H83N8O3P2 in a non-equilibrium geometry, computed with ωB97M-V/def2-TZVPD.

Element x y z (Å)
C  -3.682114  1.135326  2.660393
C  -3.882783  1.208930  1.105797
C  -2.690527  1.883850  0.323477
C  -1.692505  0.871098  -0.353362
C  -1.847668  0.769696  -1.931452
C  -1.831460  -0.737152  -2.444020
C  -0.724594  -1.013918  -3.533439
C  0.739062  -0.887026  -2.924797
C  1.475731  -2.291183  -2.803901
C  1.625419  -2.606984  -1.254212
C  2.607741  -3.798293  -0.943420
C  3.811640  -3.434459  -0.001107
C  3.452860  -3.510212  1.547966
C  2.576335  -2.308613  2.067504
C  3.381877  -1.094667  2.710797
N  3.243312  -1.200588  4.201295
C  4.936855  -1.098826  2.428187
C  5.568482  0.335732  2.560586
C  7.120652  0.158899  2.237483
C  5.531965  0.919612  4.041402
N  5.052652  1.327713  1.588624
O  5.342108  2.542663  1.910743
C  3.617459  1.117600  1.239856
C  3.542517  0.534761  -0.225249
C  2.935665  2.554286  1.153030
C  2.788886  0.313651  2.307650
H  -3.344202  2.099066  3.122004
H  -4.653265  0.880097  3.169523
H  -2.962878  0.315622  2.937609
H  -4.068457  0.179896  0.699652
H  -4.795754  1.841947  0.929832
H  -2.093963  2.463932  1.083667
H  -3.106030  2.653139  -0.377668
H  -1.812698  -0.113878  0.161805
H  -0.626029  1.192985  -0.179999
H  -2.825720  1.224833  -2.237238
H  -1.048050  1.352005  -2.467086
H  -1.583150  -1.401327  -1.569262
H  -2.865405  -0.992802  -2.802904
H  -0.879848  -0.260555  -4.350655
H  -0.930358  -2.023288  -3.969684
H  1.287589  -0.195652  -3.621854
H  0.636592  -0.371816  -1.930959
H  0.877759  -3.069034  -3.339935
H  2.485317  -2.206358  -3.287906
H  1.907404  -1.647229  -0.767022
H  0.601264  -2.941199  -0.925022
H  2.053889  -4.676784  -0.511346
H  3.057546  -4.189023  -1.900214
H  4.590306  -4.235934  -0.156356
H  4.310060  -2.467998  -0.249562
H  4.367711  -3.716863  2.151373
H  2.808245  -4.431113  1.641870
H  1.871480  -1.896315  1.307718
H  1.931202  -2.723425  2.891914
H  2.338386  -0.829446  4.481489
H  3.342597  -2.176697  4.482515
H  5.209369  -1.479577  1.408494
H  5.410030  -1.744160  3.212200
H  7.699198  1.095003  2.401229
H  7.300420  -0.289051  1.230447
H  7.481713  -0.607704  2.982333
H  4.634684  1.589987  4.146911
H  5.456697  0.126002  4.815656
H  6.413173  1.599461  4.184444
H  2.491974  0.351414  -0.566510
H  4.218989  -0.339968  -0.371073
H  3.937428  1.345264  -0.900329
H  3.402979  3.199482  0.374975
H  2.840888  3.042884  2.150221
H  1.877387  2.370554  0.800903
H  1.733853  0.236074  1.923263
H  2.715312  0.944206  3.236896
O  -4.589881  4.372721  4.351292
P  -4.726099  5.430950  5.460944
N  -4.524702  4.302953  6.752682
C  -5.257324  4.196604  7.996966
C  -3.183742  3.732104  6.876207
N  -6.396009  5.755175  5.099937
C  -7.481086  5.072904  5.781785
C  -6.710264  5.765847  3.667280
N  -4.729831  6.793269  6.573556
C  -3.470083  7.118643  7.232654
C  -5.837900  7.610455  7.020997
H  -5.130919  5.064281  8.657972
H  -4.932968  3.323566  8.568811
H  -6.317176  4.024389  7.841246
H  -2.495155  4.421038  7.380767
H  -2.765112  3.502341  5.893181
H  -3.192551  2.791192  7.430642
H  -7.403333  3.982083  5.688715
H  -8.449740  5.378312  5.375941
H  -7.532283  5.346952  6.835253
H  -6.829584  4.751181  3.266805
H  -5.925227  6.265102  3.098501
H  -7.639797  6.312286  3.482677
H  -3.396966  6.636977  8.214634
H  -3.347533  8.194487  7.376904
H  -2.622330  6.790364  6.628442
H  -6.384930  7.125381  7.834488
H  -6.529468  7.856825  6.217418
H  -5.493228  8.579171  7.398525
O  1.099663  -3.332766  -5.747070
P  1.339293  -3.808117  -7.191416
N  -0.320588  -3.691205  -7.651845
C  -1.122308  -4.614195  -8.427684
C  -0.847166  -2.328976  -7.737559
N  1.795457  -5.413702  -6.703437
C  0.836697  -6.501461  -6.629736
C  2.614741  -5.462166  -5.487696
N  1.828716  -4.196890  -8.835417
C  1.734230  -3.132450  -9.828076
C  2.236782  -5.467863  -9.395870
H  -0.782646  -4.727559  -9.465709
H  -2.162366  -4.282388  -8.478155
H  -1.186007  -5.595481  -7.969196
H  -0.559976  -1.842234  -8.677770
H  -0.473509  -1.713429  -6.915153
H  -1.936504  -2.309228  -7.661676
H  -0.007659  -6.260909  -5.970955
H  1.309579  -7.413093  -6.253488
H  0.463585  -6.778968  -7.615220
H  2.005571  -5.368262  -4.579106
H  3.356008  -4.662161  -5.483472
H  3.160778  -6.408319  -5.430604
H  0.780863  -3.172973  -10.367543
H  2.538983  -3.184917  -10.564861
H  1.815145  -2.153158  -9.352766
H  1.370352  -6.081557  -9.658410
H  2.889314  -6.030230  -8.730543
H  2.822987  -5.331447  -10.310978

Atoms 1-2, force components in eV/Å:
-0.158 -0.499 0.180
-0.152 0.582 0.103

## Properties
total charge = 0
orbital gap = 7.5 eV
multiplicity = 2
<S²> = 0.7541

Mulliken atomic charge list, values in e, 2 entries: atom 1 (C): -1.033, atom 2 (C): -0.449

=====

8 unconnected molecules or ions with the total composition C35H84N4O8 in a non-equilibrium geometry, computed with ωB97M-V/def2-TZVPD.

Element x y z (Å)
C  27.583115  6.214691  22.135047
O  27.315004  5.945864  23.468991
H  27.948146  5.316805  21.636385
H  26.770553  6.612236  21.526929
H  28.350128  6.987885  22.090790
H  28.090950  5.502964  23.820177
C  26.225717  4.974851  29.602832
O  26.470610  3.969870  30.533841
H  27.022990  5.717318  29.637338
H  26.202590  4.584513  28.585386
H  25.288207  5.528745  29.651605
H  25.709985  3.384275  30.544654
C  32.607375  6.497849  18.699528
O  31.730614  7.249943  17.785976
H  32.092713  5.623448  19.097858
H  33.558930  6.337421  18.192686
H  32.833843  7.144809  19.547029
H  31.370882  6.762902  17.040997
C  24.521774  10.135341  24.132288
O  24.355753  9.306729  25.189925
H  24.087876  11.068591  24.491277
H  25.577056  10.400131  24.066117
H  24.126820  9.740951  23.196044
H  24.350718  8.387474  24.913240
C  25.667325  12.331972  19.282265
C  26.035997  13.800808  18.886089
C  25.415291  14.794885  19.836883
O  23.969062  14.884480  19.827804
C  23.405284  15.842970  18.905740
N  27.441298  13.883908  18.805109
H  26.085879  11.576854  18.616907
H  24.616412  12.187833  19.533072
H  26.281748  11.955529  20.100112
H  25.749704  13.932500  17.842630
H  25.729148  15.823223  19.657674
H  25.752920  14.528957  20.838573
H  22.318988  15.783042  18.972562
H  23.966530  15.768483  17.974315
H  23.537318  16.868023  19.252030
H  27.884498  13.087213  18.370430
H  27.670886  14.682565  18.231061
C  35.310376  11.264308  24.496771
C  33.888354  11.851964  24.085314
C  32.843394  10.758988  24.440184
C  31.368030  11.233332  24.088957
C  30.944296  12.634186  24.582552
C  32.054558  13.706687  24.591238
N  33.448283  13.196378  24.790429
O  34.539868  14.009140  24.921280
C  31.958831  14.437335  23.222221
C  31.951320  14.742584  25.839732
C  33.889415  12.089515  22.615024
H  36.083216  11.834867  23.981716
H  35.395891  10.181703  24.403310
H  35.301484  11.405697  25.577523
H  33.034355  10.014763  23.667035
H  33.086068  10.449759  25.456828
H  30.728275  10.572112  24.673427
H  30.951288  11.053189  23.098014
H  30.431001  12.602087  25.543588
H  30.262964  12.986191  23.807963
H  31.357533  15.346272  23.202371
H  32.944630  14.742602  22.871324
H  31.651245  13.789266  22.401553
H  31.019557  15.275245  25.649482
H  31.950054  14.024457  26.659730
H  32.826882  15.389505  25.894242
H  34.484568  12.986645  22.444551
H  32.956712  12.168095  22.056446
H  34.258157  11.178060  22.144527
H  34.619949  14.478040  24.087424
C  27.427444  -1.716316  21.148925
C  26.602269  -0.846501  20.175660
C  25.798020  -1.786561  19.177424
C  24.791036  -1.029657  18.324091
C  23.731789  -0.433505  19.272431
C  24.323156  0.453803  20.399911
N  25.493317  -0.208185  20.948934
O  25.931399  0.370915  22.126262
C  24.698652  1.855902  19.785181
C  23.251198  0.757510  21.475755
C  27.550524  0.091348  19.376243
H  28.024505  -1.331083  21.975495
H  28.115499  -2.275578  20.514959
H  26.784789  -2.434314  21.658402
H  26.515806  -2.115303  18.425883
H  25.394890  -2.627988  19.740970
H  24.199946  -1.734139  17.738921
H  25.407222  -0.387022  17.695264
H  23.155718  -1.272148  19.663475
H  23.046734  0.121916  18.631874
H  23.852471  2.388038  19.350538
H  25.196160  2.543986  20.468649
H  25.407550  1.562191  19.011031
H  22.337418  1.150783  21.030282
H  23.113033  -0.195596  21.986236
H  23.558642  1.461178  22.249340
H  28.465526  -0.486582  19.246306
H  27.836167  0.844715  20.110368
H  27.324890  0.511747  18.396224
H  26.047555  1.294774  21.892593
C  31.430859  3.933949  27.894679
C  32.881499  3.421846  27.754743
C  32.983632  2.068941  28.411757
C  32.353960  0.870697  27.709064
C  32.754647  0.821765  26.186658
C  32.788632  2.204344  25.363341
N  33.328624  3.217003  26.334124
O  33.492442  4.375822  25.621618
C  33.754828  2.031146  24.159256
C  31.299310  2.402015  25.004071
C  33.786023  4.297101  28.609566
H  31.297044  4.538734  28.791576
H  31.123686  4.551752  27.050833
H  30.608199  3.220145  27.937311
H  33.995244  1.713037  28.606888
H  32.544843  2.224322  29.397362
H  32.507968  -0.017636  28.321648
H  31.264223  0.893154  27.716990
H  32.032939  0.133538  25.746673
H  33.664659  0.234055  26.065906
H  34.783084  1.954229  24.512662
H  33.652584  2.897051  23.505150
H  33.476589  1.063859  23.740887
H  31.155271  1.961183  24.017647
H  31.027441  3.431422  24.770588
H  30.558104  1.892968  25.620172
H  33.816520  5.320987  28.236957
H  33.569238  4.466244  29.664314
H  34.834821  4.002577  28.572535
H  34.443537  4.410987  25.495992

Atoms 1-2, force components in eV/Å:
1.183 0.362 -1.088
-0.960 -0.185 0.876

## Properties
total charge = 0
orbital gap = 7.8 eV
SMILES string = CC1(C)CCCC(C)(C)N1O.CC1(C)CCCC(C)(C)N1O.CC1(C)CCCC(C)(C)N1O.COC[C@H](C)N.CO.CO.CO.CO
relative energy (zero: lowest compared OMol25 entry of this formula, charge and spin) = 43.4 kcal/mol
multiplicity = 1

Mulliken atomic charge list, values in e, 2 entries: atom 1 (C): -0.542, atom 2 (O): -0.469

=====

Number 1: HOMO level -8.084 eV. Number 2: HOMO level -7.795 eV.